{
  "formula": "C5H10NS",
  "method": "ωB97M-V/def2-TZVPD",
  "e_tot_ha": -649.14978,
  "de_lowest_kcal_mol": 47.4,
  "total_charge": 1,
  "e_lumo_ev": [-4.388, -4.387],
  "largest_force_ev_per_a": 5.26,
  "homo_lumo_gap_ev": [9.329, 9.330],
  "spin_multiplicity": 1,
  "species": ["C", "H", "C", "H", "C", "H", "H", "H", "H", "H", "N", "H", "H", "S", "C", "C", "H"],
  "coordinates": [[-1.0895, -2.0200, 0.2111], [0.4225, 2.2580, -0.2634], [2.0991, 0.5888, 0.7482], [-1.2312, -2.8163, -0.5798], [-0.2676, 1.5623, -0.6739], [-1.5481, -0.7714, -1.5297], [1.7115, 1.6702, 1.0687], [-1.8164, -2.1881, 0.9898], [2.5870, -0.0093, 1.5257], [-1.2605, 1.9159, -0.2291], [-0.0639, 0.1599, -0.3517], [2.7333, 0.8137, 0.0067], [-0.5887, 1.9101, -1.7487], [0.6390, -2.0820, 0.9237], [0.9948, -0.2135, 0.3065], [-1.2200, -0.6699, -0.4319], [-2.1012, -0.1084, 0.0277]],
  "mulliken_charge": [-0.45, 0.29, -1.07, 0.34, -0.92, 0.34, 0.34, 0.37, 0.32, 0.34, 0.05, 0.39, 0.33, -0.07, 0.73, -0.64, 0.31]
}